Record 1
102
Properties=species:S:1:pos:R:3 method="wB97M-V/def2-TZVPD" multiplicity=1 energy_ev=-122343.61553 e_above_lowest_kcal_mol=0.0 total_charge=0 e_lumo_ev=-1.07 gap_ev=6.41
W 0.1588 0.1808 0.8487
C 4.0710 3.5822 -1.6874
C 4.3076 2.0691 -1.6224
C 3.3884 1.3261 -2.5747
C 4.3588 1.5294 -0.1897
C 5.6206 1.6828 0.3859
C 5.9704 1.1114 1.5894
C 5.0360 0.3146 2.2184
C 3.7505 0.1594 1.7125
C 2.8441 -0.7506 2.5018
C 3.3400 -2.1937 2.4985
C 2.5947 -0.2376 3.9144
C 3.3614 0.8348 0.5355
N 1.9862 0.8433 0.1139
C 1.3780 2.1693 0.1844
C -1.1048 2.3893 -0.0342
N -1.5285 0.9987 0.1394
C -2.9261 0.7860 0.4460
C -3.5008 -0.4987 0.2758
C -4.6958 -0.8029 0.9287
C -5.3993 0.1325 1.6468
C -4.9862 1.4461 1.5406
C -3.8130 1.8259 0.8942
C -3.7796 3.3182 0.5183
C -4.2841 3.4537 -0.9285
C -4.6093 4.2308 1.4255
C -3.0997 -1.6170 -0.6876
C -2.5095 -2.8287 0.0204
C -2.3563 -1.1868 -1.9540
H 4.3089 3.9601 -2.6858
H 4.6924 4.1132 -0.9643
H 3.0278 3.8321 -1.4785
H 5.3201 1.9023 -1.9928
H 3.4379 0.2458 -2.4302
H 3.6581 1.5536 -3.6101
H 2.3689 1.6398 -2.4233
H 6.3677 2.2329 -0.1766
H 6.9626 1.2463 2.0031
H 5.3000 -0.1974 3.1368
H 1.8779 -0.7778 2.0131
H 4.3700 -2.2508 2.8587
H 3.3119 -2.6111 1.4904
H 2.7158 -2.8113 3.1501
H 3.5049 -0.2915 4.5179
H 1.8273 -0.8410 4.4059
H 2.2519 0.7992 3.8941
H 2.1296 2.9501 0.2002
H -1.8542 2.9667 -0.5520
H -5.0847 -1.8119 0.8302
H -6.3047 -0.1242 2.1829
H -5.6270 2.2172 1.9440
H -2.7878 3.7296 0.5535
H -5.3414 3.1799 -0.9796
H -3.7423 2.7964 -1.6133
H -4.1760 4.4838 -1.2817
H -5.6823 4.1241 1.2543
H -4.3526 5.2681 1.1995
H -4.4081 4.0532 2.4829
H -4.0711 -1.9613 -1.0480
H -1.5556 -2.6099 0.4758
H -2.3778 -3.6562 -0.6785
H -3.1761 -3.1554 0.8261
H -1.3962 -0.7267 -1.7550
H -2.9617 -0.4674 -2.5165
H -2.1924 -2.0608 -2.5874
C -1.2828 3.0687 2.6056
C -0.5322 3.0227 1.2925
C -0.0789 4.3537 0.7023
C 0.2816 4.1494 -0.5644
C 0.2062 2.6505 -0.8390
C 0.0949 2.1545 -2.2703
N 0.6099 2.0771 1.4358
H -1.9475 3.9260 2.6771
H -0.5464 3.1440 3.4060
H -1.8544 2.1574 2.7655
H -0.0707 5.2907 1.2482
H 0.6758 4.8745 -1.2704
H 0.6135 2.8004 -2.9779
H -0.9579 2.1372 -2.5604
H 0.4815 1.1440 -2.3798
Se -0.6875 -0.7334 2.7869
C -0.8909 -7.5358 -2.1242
C -0.4096 -6.1438 -1.8038
C -0.1491 -5.2216 -2.8112
C 0.2907 -3.9314 -2.5322
C 0.5889 -2.9952 -3.6826
C 0.4572 -3.5547 -1.1942
Te 1.2193 -1.5913 -0.8446
C 0.2197 -4.4641 -0.1602
C 0.3895 -4.1349 1.3002
C -0.2103 -5.7478 -0.4883
H -1.0095 -7.6745 -3.1986
H -1.8522 -7.7352 -1.6470
H -0.1847 -8.2859 -1.7609
H -0.2889 -5.5138 -3.8483
H 0.3767 -3.4805 -4.6366
H 1.6390 -2.6926 -3.6793
H -0.0035 -2.0807 -3.6218
H 0.5684 -3.0784 1.4728
H 1.2334 -4.6904 1.7190
H -0.5048 -4.4174 1.8615
H -0.4000 -6.4562 0.3161

Record 2
106
Properties=species:S:1:pos:R:3 method="wB97M-V/def2-TZVPD" s2=2.05 multiplicity=3 energy_ev=-105371.29125 e_above_lowest_kcal_mol=0.0 total_charge=-1 e_lumo_ev="1.60 / 0.85" gap_ev="6.16 / 5.88"
Ni -1.0745 0.3471 1.0856
C 2.9360 1.0862 -4.4375
C 1.5091 1.5422 -4.7444
C 1.5369 3.0568 -4.9960
C 1.0363 0.8180 -6.0128
C 0.5544 1.2402 -3.5923
C 0.9727 0.6673 -2.4147
C 0.0594 0.5010 -1.3635
N 0.3060 -0.0046 -0.1161
C 1.3237 -0.7056 0.4315
C 2.4110 -1.3067 -0.2339
C 3.3250 -2.0365 0.4851
C 3.1379 -2.1621 1.8819
C 2.0823 -1.6118 2.5847
C 1.1445 -0.8566 1.8426
O 0.1017 -0.2866 2.3933
C 1.9068 -1.8007 4.0884
C 1.9329 -0.4416 4.8035
C 3.0187 -2.6668 4.6903
C 0.5598 -2.4906 4.3552
C 4.5209 -2.7297 -0.1649
C 5.8232 -2.2052 0.4574
C 4.5824 -2.4744 -1.6715
C 4.4244 -4.2447 0.0636
C -1.2782 0.9609 -1.4673
O -2.0484 0.8757 -0.3991
C -1.7312 1.5049 -2.6906
C -0.7994 1.6179 -3.7065
C -3.1714 1.9932 -2.8242
C -3.4679 2.5198 -4.2305
C -4.1442 0.8376 -2.5413
C -3.4202 3.1407 -1.8321
H 3.5823 1.3125 -5.2885
H 2.9856 0.0091 -4.2572
H 3.3407 1.6042 -3.5656
H 2.2309 3.2905 -5.8088
H 1.8520 3.5958 -4.1000
H 0.5516 3.4336 -5.2778
H 1.7070 1.0396 -6.8475
H 0.0298 1.1281 -6.2994
H 1.0231 -0.2635 -5.8585
H 2.0108 0.4213 -2.2582
H 2.4897 -1.2190 -1.3055
H 3.8704 -2.7387 2.4307
H 2.8910 0.0606 4.6475
H 1.7973 -0.5940 5.8777
H 1.1431 0.2135 4.4418
H 3.9951 -2.1854 4.6009
H 3.0731 -3.6532 4.2230
H 2.8138 -2.8194 5.7520
H -0.2705 -1.9045 3.9638
H 0.4171 -2.6193 5.4325
H 0.5304 -3.4790 3.8873
H 5.9168 -1.1286 0.3022
H 6.6857 -2.6970 -0.0014
H 5.8624 -2.3925 1.5317
H 4.6684 -1.4084 -1.8942
H 3.6985 -2.8625 -2.1832
H 5.4568 -2.9765 -2.0915
H 4.4021 -4.4879 1.1273
H 5.2849 -4.7519 -0.3819
H 3.5153 -4.6453 -0.3902
H -1.1159 2.0651 -4.6394
H -3.3132 1.7522 -4.9933
H -2.8504 3.3858 -4.4796
H -4.5135 2.8319 -4.2788
H -3.9994 0.0321 -3.2660
H -5.1755 1.1925 -2.6284
H -3.9990 0.4320 -1.5414
H -2.7573 3.9819 -2.0475
H -3.2431 2.8193 -0.8071
H -4.4539 3.4882 -1.9189
C -1.1351 -3.3466 -0.1469
C -2.2052 -2.8271 0.7670
C -3.2848 -3.5889 1.1777
C -4.2177 -2.9970 2.0343
C -4.0751 -1.6980 2.4562
C -2.9528 -0.9658 1.9987
N -2.0591 -1.5705 1.1806
N -2.6145 0.3131 2.2529
Si -3.7075 1.5477 2.7947
C -5.2479 1.5589 1.7175
C -4.1956 1.2403 4.5888
C -2.9207 3.2335 2.7208
H -1.3438 -4.3669 -0.4656
H -0.1660 -3.3220 0.3570
H -1.0566 -2.7052 -1.0275
H -3.3948 -4.6102 0.8413
H -5.0729 -3.5718 2.3726
H -4.8006 -1.2431 3.1151
H -5.7978 0.6163 1.7745
H -4.9595 1.7081 0.6730
H -5.9283 2.3657 2.0039
H -4.6624 0.2665 4.7492
H -4.8957 2.0069 4.9338
H -3.3058 1.2861 5.2224
H -2.7205 3.5528 1.6973
H -1.9749 3.2670 3.2636
H -3.6107 3.9477 3.1821
N -0.3180 2.3327 1.2356
C 0.5943 2.9939 0.9690
C 1.7179 3.7395 0.6167
C 2.6375 4.1483 1.6109
N 3.3887 4.4823 2.4229
C 1.9514 4.0182 -0.7507
N 2.1295 4.2391 -1.8717

Record 3
122
Properties=species:S:1:pos:R:3 method="wB97M-V/def2-TZVPD" multiplicity=1 energy_ev=-141561.68930 e_above_lowest_kcal_mol=28.2 total_charge=0 e_lumo_ev=-0.79 gap_ev=6.99
Ca 2.1026 -1.3458 -0.7790
C 3.1164 1.8428 2.8715
C 1.8325 1.7449 2.1141
C 1.1978 2.8317 1.6543
C -0.0086 2.7295 0.8810
N -0.5440 1.5897 0.6339
N 0.0497 0.4566 1.1656
B -0.9075 -0.6686 0.9970
N -1.0608 -1.6653 2.0608
N -0.7622 -1.0855 3.2781
C -0.6177 -1.8528 4.2949
C -0.6580 -3.2847 4.1537
C -1.0191 -3.8560 2.9956
C -1.0275 -5.3362 2.8025
C -1.4150 -2.9935 1.8801
S -2.1721 -3.5842 0.5467
C -0.3673 -1.1486 5.6336
C -1.6251 -0.3546 6.0006
C -0.0641 -2.1497 6.7479
C 0.8157 -0.1872 5.4860
N -2.0009 -0.4978 -0.0253
N -3.0650 -0.0356 0.6645
C -4.1819 0.1137 0.0267
C -4.2472 -0.1679 -1.3706
C -3.1748 -0.6366 -2.0480
C -3.2272 -0.9824 -3.5002
C -1.9485 -0.8504 -1.3178
S -0.5868 -1.5741 -1.9771
C -5.3851 0.5331 0.8744
C -6.6356 0.7152 0.0169
C -5.0794 1.8449 1.6016
C -5.6358 -0.5727 1.9081
C 1.2699 0.4298 1.8345
S 2.0106 -0.9923 2.2516
C -0.7144 3.9741 0.3611
C -1.9963 3.5991 -0.3751
C 0.2258 4.7296 -0.5838
C -1.0698 4.8634 1.5603
H 3.3219 2.8807 3.1292
H 3.9402 1.4538 2.2690
H 3.0889 1.2363 3.7775
H 1.6096 3.8145 1.8512
H -0.3754 -3.9101 4.9886
H -0.6868 -5.8361 3.7079
H -0.3711 -5.5989 1.9704
H -2.0254 -5.6878 2.5400
H -2.4893 -1.0143 6.1157
H -1.8562 0.3766 5.2247
H -1.4698 0.1713 6.9459
H -0.8874 -2.8499 6.9058
H 0.0907 -1.6095 7.6841
H 0.8424 -2.7262 6.5478
H 0.6288 0.5380 4.6922
H 1.7358 -0.7222 5.2400
H 0.9704 0.3548 6.4230
H -5.1811 -0.0258 -1.8974
H -4.1954 -0.7221 -3.9252
H -3.0470 -2.0501 -3.6385
H -2.4338 -0.4703 -4.0480
H -6.5029 1.4882 -0.7445
H -7.4659 1.0227 0.6552
H -6.9325 -0.2111 -0.4805
H -4.9662 2.6722 0.8968
H -4.1617 1.7645 2.1866
H -5.9019 2.0879 2.2784
H -5.8465 -1.5285 1.4222
H -6.4925 -0.3078 2.5324
H -4.7644 -0.7080 2.5502
H -1.7903 2.9703 -1.2408
H -2.4930 4.5108 -0.7169
H -2.6791 3.0503 0.2733
H 0.5200 4.1043 -1.4266
H 1.1344 5.0665 -0.0788
H -0.2830 5.6138 -0.9762
H -1.6905 4.3260 2.2820
H -1.6316 5.7353 1.2171
H -0.1832 5.2298 2.0823
N 4.9174 -0.9986 -0.8345
N 5.5011 -2.1907 -0.3549
C 4.6562 -3.2940 -0.2425
N 5.2134 -4.4105 0.2696
N 3.4513 -3.1156 -0.6575
N 2.3573 -4.0534 -0.2423
O 1.3314 -3.1713 0.0733
O 2.6638 -4.9188 0.7071
H 4.9932 -0.9150 -1.8440
H 5.3800 -0.2096 -0.4057
H 6.4222 -2.4112 -0.7060
H 5.9836 -4.2423 0.8971
H 4.4699 -5.0496 0.5832
C -0.7047 4.9373 -5.3370
C 0.1537 3.9501 -4.5922
C 1.5207 4.1517 -4.4545
C 2.3103 3.2491 -3.7519
C 1.7182 2.1384 -3.1684
C 0.3501 1.9109 -3.2962
C -0.4137 2.8156 -4.0104
S 2.7480 0.9856 -2.3239
O 2.3006 0.9398 -0.9135
O 4.0948 1.4709 -2.5389
N 2.4490 -0.4470 -2.8557
C 3.0316 -0.9588 -4.0372
C 3.4607 -0.1805 -5.1159
C 3.9759 -0.8196 -6.2248
C 4.0461 -2.2077 -6.2450
C 3.5839 -2.8894 -5.1338
N 3.0878 -2.2874 -4.0493
H -0.0997 5.6108 -5.9432
H -1.2854 5.5468 -4.6405
H -1.4128 4.4310 -5.9943
H 1.9807 5.0230 -4.9064
H 3.3749 3.4008 -3.6498
H -0.1013 1.0238 -2.8612
H -1.4795 2.6410 -4.1194
H 3.3955 0.8976 -5.0811
H 4.3165 -0.2383 -7.0731
H 4.4389 -2.7459 -7.0967
H 3.6079 -3.9736 -5.0963
I 3.1537 -6.2117 -2.2757
C 1.8611 -4.7172 -1.4988
H 0.9172 -5.1647 -1.2167
H 1.7766 -3.9675 -2.2783

Record 4
117
Properties=species:S:1:pos:R:3 method="wB97M-V/def2-TZVPD" multiplicity=1 energy_ev=-124358.27905 total_charge=+1 e_lumo_ev=-2.73 gap_ev=6.74
Tc 12.0299 15.0946 15.6718
C 6.7859 22.0013 26.2522
O 7.8274 21.0268 26.3869
C 8.1975 20.3663 25.2736
C 9.5000 19.8468 25.3550
C 9.9991 19.0885 24.3102
C 9.1667 18.8768 23.1609
C 7.8951 19.4018 23.0647
C 7.3935 20.1419 24.1754
C 9.6969 18.0844 22.0010
N 9.9829 16.8295 21.8516
C 10.4096 16.7626 20.5121
C 10.3090 17.9825 19.8997
N 9.8690 18.8444 20.8481
C 10.6924 18.1932 18.5383
C 10.5808 19.4224 17.8312
C 11.1322 19.4889 16.5630
C 11.6753 18.3219 16.0062
N 11.6515 17.1339 16.6405
C 11.2542 17.0790 17.9145
C 11.4982 15.7775 18.5858
N 12.2146 14.8110 17.9086
C 12.4809 13.7158 18.6214
C 12.1744 13.5106 19.9793
C 11.4135 14.4243 20.6211
C 11.0735 15.6240 19.9065
H 6.9340 22.6545 27.1070
H 5.7991 21.6183 26.2444
H 7.0677 22.6459 25.3864
H 10.0917 19.9369 26.2207
H 10.9635 18.6240 24.2355
H 7.2100 19.1222 22.3285
H 6.3404 20.3335 24.1658
H 9.6015 19.8136 20.7916
H 10.0958 20.2478 18.3380
H 11.0993 20.3776 16.0053
H 12.1210 18.3063 15.0502
H 13.0881 13.0019 18.0678
H 12.5238 12.6660 20.4838
H 10.9397 14.3810 21.6108
S 10.4733 17.7679 10.3010
Sb 10.3695 18.5382 12.3372
S 11.3243 15.9360 13.5187
S 9.3287 15.5996 12.9590
S 8.3802 17.3735 13.3701
C 6.5701 14.9037 16.4887
N 7.9097 14.3718 16.7352
C 8.0406 12.9734 17.0922
C 8.9578 15.0289 16.2676
O 10.0841 14.4969 16.2145
H 5.9019 14.8180 17.3150
H 5.9851 14.4067 15.7168
H 6.6912 15.9480 16.2107
H 8.0011 12.3592 16.1631
H 7.1907 12.6176 17.7316
H 8.9855 12.7792 17.6050
H 8.7120 16.0473 15.9228
C 12.6537 11.3874 16.3842
O 13.5819 12.4328 16.2762
C 13.2232 13.4985 15.4875
C 14.2707 14.5618 15.2602
H 12.6238 10.7330 15.5075
H 11.6520 11.8146 16.3482
H 13.0018 10.8735 17.2601
H 14.8496 14.6444 16.1888
H 13.7141 15.5769 15.1703
H 14.7458 14.5315 14.3153
N 12.3977 13.2662 14.4186
P 12.5025 12.5523 12.9439
N 13.4555 13.2739 11.7949
C 13.6550 14.7339 11.6764
C 15.1736 14.9275 11.3105
C 15.9648 13.6636 11.6572
C 15.4844 12.4987 10.7707
C 13.9747 12.5389 10.6372
N 10.9964 12.4387 12.4070
C 10.6638 12.9978 11.0531
C 9.2252 12.6624 10.6897
C 8.8454 11.2035 11.0924
C 9.0583 10.9374 12.5987
C 9.8793 12.0657 13.2425
N 13.0581 11.0026 13.0778
C 14.3516 10.6127 13.7198
C 14.3040 9.1232 14.0856
C 14.1340 8.2101 12.8216
C 13.2795 8.9180 11.7569
C 12.2765 9.8611 12.4710
H 13.4975 15.1834 12.5956
H 12.9778 15.2101 10.9557
H 15.6304 15.7764 11.8841
H 15.2737 15.0936 10.2802
H 15.7611 13.4710 12.6796
H 17.0327 13.8903 11.5232
H 15.7416 11.5477 11.1478
H 15.9616 12.6481 9.7775
H 13.4966 11.5716 10.5574
H 13.6036 13.0875 9.6935
H 11.2565 12.4790 10.3220
H 10.8228 14.0926 11.1232
H 9.1652 12.8080 9.6030
H 8.5538 13.4058 11.1415
H 9.5307 10.5560 10.5175
H 7.7843 10.9946 10.7796
H 9.5172 9.9888 12.8348
H 8.0767 10.8688 13.1202
H 10.2936 11.7839 14.1635
H 9.1963 12.9527 13.4368
H 14.5308 11.2384 14.5811
H 15.1470 10.8247 12.9783
H 13.5110 9.0176 14.7939
H 15.2630 8.8642 14.4877
H 13.6954 7.2850 13.2372
H 15.1235 7.9884 12.4057
H 12.7728 8.3050 11.0283
H 13.9493 9.5818 11.2329
H 11.7243 9.3230 13.2445
H 11.5757 10.2382 11.7393